--- A ---
Density functional theory data (ωB97M-V with the def2-TZVPD basis set) for a single C3H8NO2 molecule.

## Properties
LUMO (spin up / spin down)   0.84 / -1.83 eV
Molecular weight   90.1 g mol⁻¹

```
! RIJCOSX wB97M-V def2-TZVPD def2/J DEFGRID3
* xyz 0 2
H 0.74308 -0.94918 0.79616
H 1.51098 -0.51352 -1.49411
H 0.18888 1.40170 1.33496
C 0.15497 -0.32476 0.12472
C 1.24950 0.35976 -0.87082
H -1.16211 1.36862 0.17819
H -0.22952 -1.91630 -1.05680
O -1.41827 0.27671 1.91189
H -1.11045 -0.61409 -1.41209
N -0.77989 -1.16377 -0.61209
O 2.16724 0.95571 -0.15999
H -1.39281 -0.69863 1.88115
H 0.64560 1.04016 -1.49724
C -0.56721 0.77760 0.87607
*
```



--- B ---
Density functional theory data (ωB97M-V with the def2-TZVPD basis set) for a single C3H8NO2 molecule.

## Properties
LUMO (spin up / spin down)   0.91 / -1.87 eV
Molecular weight   90.1 g mol⁻¹

```
! RIJCOSX wB97M-V def2-TZVPD def2/J DEFGRID3
* xyz 0 2
H 0.52319 -0.23962 -2.80060
H 0.76368 1.29738 -0.02564
H -0.54145 0.56305 -1.02596
C 1.10358 -0.70038 -1.01091
H 0.51316 -1.61736 -0.99048
C 0.27315 0.36427 -0.30147
H -0.99483 0.39606 2.74843
H 2.10761 -0.83460 -0.61789
C -1.15883 0.57489 1.68190
H -0.91666 1.63405 1.54582
N -0.12012 -0.20129 0.97857
O -2.40549 0.29205 1.29064
O 1.39069 -0.39789 -2.39937
H -0.53769 -1.13061 0.92697
*
```



Stability summary - winner: A; margin: 23.2 kJ/mol.



--- A ---
Density functional theory data (ωB97M-V with the def2-TZVPD basis set) for an isolated ion of composition C3H7IN and charge +1.

## Properties
SMILES string   C/C=[NH+]/CI
LUMO   -5.17 eV
Molecular weight   184.0 g mol⁻¹

```
! RIJCOSX wB97M-V def2-TZVPD def2/J DEFGRID3
* xyz 1 1
C -1.17761 -0.96134 1.22257
C 0.54831 0.32714 -0.06619
H 1.27370 1.99755 -0.91669
H -0.90676 -2.06915 1.34879
H 0.86071 0.76002 0.88800
H 2.48805 0.51304 -0.92800
C 1.50561 0.99254 -1.16774
I -3.31783 -0.99883 0.55387
H -1.06055 -0.06340 1.91762
N -0.42037 -0.56389 0.07695
H -0.86725 -0.80831 -0.77970
H 1.07399 0.87465 -2.14946
*
```



--- B ---
Density functional theory data (ωB97M-V with the def2-TZVPD basis set) for an isolated ion of composition C3H7IN and charge +1.

## Properties
SMILES string   IC[NH+]1CC1
LUMO   -3.93 eV
Molecular weight   184.0 g mol⁻¹

```
! RIJCOSX wB97M-V def2-TZVPD def2/J DEFGRID3
* xyz 1 1
H 0.17698 1.56438 -0.39033
H -1.32917 -0.87985 -0.30057
I 1.76021 1.02004 1.61243
C 0.00490 -0.18891 1.47265
C -0.36025 0.81520 -0.98340
H 1.55329 -0.34782 -0.84934
C 0.45397 -0.36953 -1.14757
H -1.36493 1.18022 -1.39131
N -0.53332 -0.31500 -0.03919
H -0.96592 0.06439 2.09519
H 0.33652 -1.28827 -1.74258
H 0.26772 -1.25484 1.66402
*
```



Stability summary - winner: A; margin: 35.3 kJ/mol.



--- A ---
Density functional theory data (ωB97M-V with the def2-TZVPD basis set) for a 3-piece molecular cluster, C5H15N3O overall.

## Properties
SMILES string   [H]/N=C/C.NC=O.CNC
LUMO   0.88 eV
Molecular weight   133.2 g mol⁻¹

```
! RIJCOSX wB97M-V def2-TZVPD def2/J DEFGRID3
* xyz 0 1
H -1.25391 -1.51075 2.50573
H 1.56834 -2.18974 0.26734
H 1.64300 -0.10212 -1.41678
H -1.04861 0.24260 2.35590
H -1.22279 -0.33049 -0.15746
H 0.83863 2.52504 0.79052
H 0.86639 -0.09494 1.06947
O -2.15992 1.46957 -0.05107
H 1.68914 -2.24636 2.03953
H 0.29201 -2.96724 1.21804
C -1.81006 0.47039 -0.63197
N 1.17394 1.75995 0.21046
H -1.85783 -0.65963 -2.35369
C 0.87920 1.83632 -1.00647
N 0.24902 -0.89416 1.21110
C 1.31106 0.77637 -1.95833
N -2.05479 0.23386 -1.93986
H 0.32749 2.67019 -1.46014
H -2.63694 0.88066 -2.45333
H 0.09396 -0.70912 3.33745
C -0.52014 -0.70586 2.42368
H 0.50124 0.52177 -2.63027
H 2.13651 1.15499 -2.56137
C 0.99507 -2.13129 1.19149
*
```



--- B ---
Density functional theory data (ωB97M-V with the def2-TZVPD basis set) for C5H15N3O as an isolated structure.

## Properties
LUMO   0.99 eV
Molecular weight   133.2 g mol⁻¹

```
! RIJCOSX wB97M-V def2-TZVPD def2/J DEFGRID3
* xyz 0 1
C -0.89489 -2.38902 1.50783
C 0.23038 1.76850 0.53773
H -0.25860 -2.83016 2.27835
H -0.54804 -2.68296 -1.02810
N -0.36249 1.44531 -0.85052
H 2.18118 0.92458 0.12593
N -0.10100 -1.55870 0.62641
H -1.63965 -1.76690 2.00917
N -1.78509 1.24631 -0.78163
C 1.74419 1.89507 0.35525
H -0.02187 -0.36045 1.03258
H -1.40814 -3.19098 0.96673
H 1.72978 -0.78942 -1.32053
H -0.19706 2.22708 -1.48185
H 2.17263 2.24488 1.29528
H -2.02691 1.20691 0.20816
H 2.00540 2.60755 -0.43021
C 0.68788 -0.98229 -1.57502
H -1.96006 0.30084 -1.12228
H 0.59182 -1.30902 -2.60763
H 0.19826 0.24491 -1.34753
C 0.01103 -1.82611 -0.63630
O -0.15773 0.82359 1.41794
H -0.19101 2.75049 0.82028
*
```



--- C ---
Density functional theory data (ωB97M-V with the def2-TZVPD basis set) for C5H15N3O as an isolated structure.

## Properties
LUMO   0.78 eV
Molecular weight   133.2 g mol⁻¹

```
! RIJCOSX wB97M-V def2-TZVPD def2/J DEFGRID3
* xyz 0 1
H 1.44047 2.00972 1.13720
H 1.61984 -1.91953 0.50881
C 0.38295 2.09263 1.40412
H -2.43499 -0.63069 -0.89833
H 0.70445 -1.01576 -2.80188
C -0.45459 1.34432 0.36567
H -1.33501 0.87249 0.85230
N -0.48851 -1.28345 -1.04684
C -1.59560 -0.57649 -1.58859
O -0.66523 1.88539 -0.77353
H -0.73774 1.87813 3.10237
H 1.29616 -2.22621 -1.63047
H 0.38171 0.71264 2.92785
H 1.69609 -0.50601 1.54116
C 0.40466 -1.78845 -2.07908
N 0.40650 -0.28583 -0.10265
H -0.12312 -2.57837 -2.61396
H 0.12053 3.15070 1.30682
H 0.22671 -1.53151 1.53829
H 1.11634 0.15062 -0.69522
C 1.02191 -1.10770 0.92989
N 0.21205 1.70077 2.79595
H -1.88260 -0.92735 -2.58003
H -1.31297 0.57992 -1.59987
*
```



Stability summary - winner: A; margin: 206.2 kJ/mol.



--- A ---
Density functional theory data (ωB97M-V with the def2-TZVPD basis set) for a single CH3N3S molecule.

## Properties
SMILES string   C1N=NSN1
LUMO (spin up / spin down)   -0.20 / -0.26 eV
Molecular weight   89.1 g mol⁻¹

```
! RIJCOSX wB97M-V def2-TZVPD def2/J DEFGRID3
* xyz 0 1
H -1.57515 0.40350 -0.45798
S 1.67137 -0.76583 -0.11349
H -0.56651 -1.71278 -0.41560
N 1.75835 0.77415 -0.10786
C -0.63992 0.36720 0.07629
N 0.30890 1.47439 -0.07199
N -0.06217 -0.92715 -0.05541
H -0.89487 0.38652 1.14605
*
```



--- B ---
Density functional theory data (ωB97M-V with the def2-TZVPD basis set) for a 2-piece molecular cluster, CH3N3S overall.

## Properties
SMILES string   N#[N+][S-].C=N
LUMO   0.78 eV
Molecular weight   89.1 g mol⁻¹

```
! RIJCOSX wB97M-V def2-TZVPD def2/J DEFGRID3
* xyz 0 1
S 3.07991 0.45629 0.03952
N 1.94549 -0.52959 -0.02249
H -0.73997 -0.70489 1.00311
H -1.31801 1.53728 -0.65393
H -2.01503 -0.47964 -0.53379
N -0.77267 1.03844 -0.00442
C -1.25750 -0.12050 0.15436
N 1.07778 -1.19740 0.01764
*
```



Stability summary - winner: B; margin: 215.8 kJ/mol.



--- A ---
Density functional theory data (ωB97M-V with the def2-TZVPD basis set) for an isolated ion of composition C3H3N2O and charge +1.

## Properties
SMILES string   CC(C#N)=[N+]=O
LUMO   -8.71 eV
Molecular weight   83.1 g mol⁻¹

```
! RIJCOSX wB97M-V def2-TZVPD def2/J DEFGRID3
* xyz 1 1
H -1.61324 -0.29607 -0.94929
C 1.01691 -1.08614 -0.00542
C 0.22949 0.13124 -0.00447
N 1.71204 -1.98173 0.00439
O 2.06060 1.60330 0.00274
H -1.59358 -0.58069 0.78522
C -1.24293 0.09496 0.00289
N 1.08152 1.02352 -0.00153
H -1.65081 1.09161 0.16545
*
```



--- B ---
Density functional theory data (ωB97M-V with the def2-TZVPD basis set) for an isolated ion of composition C3H3N2O and charge +1.

## Properties
LUMO (spin up / spin down)   -9.59 / -9.61 eV
Molecular weight   83.1 g mol⁻¹

```
! RIJCOSX wB97M-V def2-TZVPD def2/J DEFGRID3
* xyz 1 1
H -0.31326 0.38272 0.95005
C 1.48595 -0.19222 0.01097
H -0.27147 0.63943 -0.80981
C 0.02363 -0.03680 -0.00258
N 2.17794 -1.22204 0.00349
C 2.49701 0.82950 0.00661
O 4.07792 -0.39224 -0.00652
N 3.74989 0.78601 -0.00110
H -0.43498 -1.01645 -0.14126
*
```



Stability summary - winner: A; margin: 381.0 kJ/mol.



--- A ---
Density functional theory data (ωB97M-V with the def2-TZVPD basis set) for a 2-piece molecular cluster, C2H4O2S2 overall.

## Properties
SMILES string   O=C=S.COS
LUMO   0.55 eV
Molecular weight   124.2 g mol⁻¹

```
! RIJCOSX wB97M-V def2-TZVPD def2/J DEFGRID3
* xyz 0 1
H -1.17458 1.61235 0.30719
H 1.62092 -0.63764 -0.16178
H -0.57694 -0.03070 0.96591
O 0.12954 3.32241 -3.07356
O 0.71409 1.35818 0.06471
C -0.56154 0.79237 0.12601
S 2.22423 2.68771 -1.59732
S 1.93685 0.38826 0.65583
H -0.76595 0.27093 -0.82641
C 0.96793 3.03079 -2.35419
*
```



--- B ---
Density functional theory data (ωB97M-V with the def2-TZVPD basis set) for a 2-piece molecular cluster, C2H4O2S2 overall.

## Properties
LUMO   -1.06 eV
Molecular weight   124.2 g mol⁻¹

```
! RIJCOSX wB97M-V def2-TZVPD def2/J DEFGRID3
* xyz 0 1
O 1.75250 -0.88412 1.40607
S -0.85934 -0.92954 -0.42910
C -1.15543 0.53371 0.76682
H -1.16049 1.47238 0.28777
O 2.67896 0.08626 -0.60912
H -0.07838 0.51902 1.30510
S 2.08494 -1.04531 -0.00116
H -1.91210 0.25950 1.43341
H -0.74702 0.52449 -2.16437
C -0.60365 -0.53638 -1.99543
*
```



--- C ---
Density functional theory data (ωB97M-V with the def2-TZVPD basis set) for a single C2H4O2S2 molecule.

## Properties
LUMO   0.28 eV
Molecular weight   124.2 g mol⁻¹

```
! RIJCOSX wB97M-V def2-TZVPD def2/J DEFGRID3
* xyz 0 1
S -0.88355 1.57016 0.17864
H 1.57154 -1.24503 0.15401
C 0.59107 -0.73370 -0.06375
O -0.48677 -1.13249 0.69115
H 0.39972 -1.00646 -1.14798
O -2.76264 -0.45685 -0.68549
H 1.26267 1.22331 -0.73683
H 1.51680 1.14271 0.93116
C 0.84010 0.82037 0.14123
S -2.04892 -0.18203 0.53787
*
```



Stability summary - winner: C; margin: 12.6 kJ/mol.